The following is a DFT calculation (ωB97M-V/def2-TZVPD) of C19H16Cl2HfN2O5 as an isolated structure.

XYZ file:
```
45
Properties=species:S:1:pos:R:3:nbo_charge:R:1
Hf -0.749 -0.147 -0.561 2.6131
Cl 3.544 -5.170 -3.304 0.1077
C 2.354 -3.996 -2.950 -0.0692
C 1.021 -4.233 -3.304 -0.1137
C 0.028 -3.304 -3.043 -0.1238
Cl -1.598 -3.584 -3.499 0.0999
C 0.339 -2.102 -2.402 0.4087
O -0.608 -1.173 -2.197 -0.7899
C 1.689 -1.883 -2.021 -0.2876
C 2.093 -0.729 -1.300 0.4912
O 1.316 0.123 -0.772 -0.7199
C 2.697 -2.824 -2.317 -0.1109
H 0.755 -5.156 -3.801 0.2718
H 3.164 -0.553 -1.180 0.2076
H 3.723 -2.633 -2.032 0.2542
N -1.495 1.881 -0.693 -0.7670
C -1.905 2.978 -0.764 0.7732
N -2.369 4.156 -0.834 -0.4146
C -3.812 4.418 -1.096 -0.2317
C -3.914 5.296 -2.338 -0.0870
O -3.142 6.461 -2.173 -0.4884
C -1.767 6.177 -2.060 -0.0870
C -1.501 5.365 -0.798 -0.2315
H -4.204 4.944 -0.226 0.2381
H -4.335 3.472 -1.221 0.2327
H -4.946 5.609 -2.479 0.2376
H -3.588 4.734 -3.223 0.1801
H -1.243 7.128 -2.002 0.2376
H -1.409 5.629 -2.942 0.1797
H -1.785 5.933 0.088 0.2384
H -0.459 5.059 -0.720 0.2315
O -2.489 -0.939 0.311 -0.7452
C -1.782 -1.692 1.093 0.7956
O -0.494 -1.496 0.965 -0.7660
C -2.340 -2.645 1.999 -0.1860
C -1.495 -3.397 2.829 -0.1364
C -2.045 -4.306 3.706 -0.2035
C -3.427 -4.469 3.760 -0.1030
C -4.269 -3.725 2.937 -0.2133
C -3.733 -2.812 2.056 -0.1295
H -0.424 -3.253 2.776 0.2376
H -1.410 -4.891 4.356 0.2427
H -3.852 -5.184 4.452 0.2426
H -5.339 -3.864 2.991 0.2444
H -4.370 -2.224 1.409 0.2393
```

Summary:
charge	+2
HOMO	-14.68	eV
HOMO-LUMO gap	7.1164	eV

The following is a DFT calculation (ωB97M-V/def2-TZVPD) of C31H24N5O8P3RuS as an isolated structure.

XYZ file:
```
73
Properties=species:S:1:pos:R:3:lowdin_spin:R:1
Ru 0.118 0.672 0.773 0.8877
S 7.598 1.578 0.333 -0.0002
N 6.616 1.386 1.609 0.0000
C 5.358 1.379 1.194 -0.0003
C 4.191 1.225 2.001 0.0009
C 4.188 1.137 3.385 0.0035
C 2.977 0.980 4.051 0.0000
C 1.801 0.874 3.315 0.0049
N 1.778 0.955 1.999 -0.0017
C 2.939 1.161 1.304 0.0021
C 2.838 1.316 -0.084 0.0065
N 1.572 1.249 -0.651 0.0018
C 1.476 1.384 -1.978 0.0100
C 2.551 1.618 -2.807 -0.0015
C 3.843 1.683 -2.266 0.0101
C 3.993 1.523 -0.903 -0.0002
C 5.259 1.534 -0.232 -0.0001
N 6.444 1.656 -0.804 -0.0009
H 5.127 1.185 3.915 0.0001
H 2.933 0.920 5.125 0.0000
H 0.861 0.725 3.826 0.0001
H 0.485 1.302 -2.404 0.0003
H 2.395 1.756 -3.862 -0.0002
H 4.713 1.845 -2.883 0.0005
O -0.889 3.103 4.541 0.0024
P -1.647 2.235 3.446 0.0045
O -3.065 2.561 3.304 0.0004
O -0.776 2.281 2.192 0.0413
O -1.360 0.742 4.077 -0.0009
P -1.772 -0.511 3.159 0.0042
O -1.453 -1.728 4.124 0.0010
O -3.152 -0.449 2.670 0.0016
O -0.666 -0.642 2.102 0.0390
H -1.527 3.560 5.086 0.0002
H -2.145 -1.845 4.773 0.0001
O -0.610 3.518 -0.036 -0.0091
N -1.130 2.388 -0.588 -0.0207
C -1.576 2.495 -1.783 -0.0002
C -2.194 1.429 -2.533 -0.0006
C -2.899 1.786 -3.691 0.0003
C -3.631 0.861 -4.404 0.0000
C -3.706 -0.450 -3.955 -0.0001
C -3.000 -0.832 -2.828 -0.0016
C -2.207 0.080 -2.131 -0.0069
P -1.208 -0.584 -0.763 -0.0178
C 0.022 -1.709 -1.515 0.0112
C 1.187 -1.934 -0.777 0.0255
C 2.166 -2.783 -1.257 0.0027
C 1.969 -3.448 -2.458 0.0012
C 0.810 -3.244 -3.188 0.0009
C -0.152 -2.359 -2.732 0.0008
C -2.374 -1.682 0.075 -0.0049
C -1.927 -2.874 0.643 -0.0028
C -2.826 -3.692 1.299 -0.0001
C -4.161 -3.324 1.402 -0.0035
C -4.599 -2.127 0.862 0.0002
C -3.706 -1.290 0.219 -0.0035
H -0.673 3.362 0.951 -0.0007
H -1.571 3.480 -2.251 -0.0007
H -2.881 2.816 -4.011 0.0000
H -4.155 1.157 -5.298 0.0000
H -4.310 -1.171 -4.480 -0.0001
H -3.082 -1.847 -2.463 0.0000
H 1.299 -1.447 0.201 0.0129
H 3.079 -2.935 -0.704 0.0002
H 2.720 -4.134 -2.815 0.0001
H 0.654 -3.772 -4.116 0.0000
H -1.033 -2.179 -3.328 0.0001
H -0.889 -3.163 0.555 -0.0001
H -2.487 -4.622 1.728 0.0000
H -4.857 -3.967 1.920 -0.0002
H -5.627 -1.820 0.975 0.0001
H -4.032 -0.330 -0.157 -0.0001
```

Summary:
charge	+1
HOMO (spin up / spin down)	-11.14 / -11.12	eV
HOMO-LUMO gap (spin up / spin down)	6.0512 / 6.5912	eV
multiplicity	2

The following is a DFT calculation (ωB97M-V/def2-TZVPD) of one molecule with the formula C3H3N.

XYZ file:
```
7
Properties=species:S:1:pos:R:3:nbo_charge:R:1
C -0.990 -0.377 -0.021 -0.2959
C 0.026 0.501 -0.045 -0.3229
C 1.424 0.138 -0.044 0.2465
H -2.076 -0.124 0.074 0.2224
H -0.690 -1.430 -0.034 0.2083
H -0.196 1.555 0.064 0.2348
N 2.501 -0.263 0.005 -0.2933
```

Summary:
HOMO	-10.66	eV
SMILES	C=CC#N
HOMO-LUMO gap	10.9964	eV

The following is a DFT calculation (ωB97M-V/def2-TZVPD) of a 4-piece molecular cluster, C16H36BNO18PS3Si overall.

XYZ file:
```
77
Properties=species:S:1:pos:R:3:mulliken_charge:R:1
C -0.996 1.098 1.398 -0.3926
P -2.315 -0.115 1.786 -0.5505
C -1.364 -1.644 2.207 -0.6460
C -3.357 -0.423 0.221 0.8545
O -4.558 -0.987 0.764 -0.5278
O -3.623 0.856 -0.259 -0.8143
B -2.854 1.015 -1.535 0.9926
C -3.495 2.109 -2.543 -0.5276
O -4.004 3.313 -1.851 -0.2836
N -3.000 3.925 -1.095 0.1307
O -2.120 4.339 -1.760 -0.2906
O -2.837 -0.337 -2.122 -0.5243
C -2.956 -1.253 -1.063 -0.1358
C -1.788 -2.236 -1.019 -0.9760
C -0.417 -1.572 -1.069 0.6299
O 0.160 -1.700 -2.371 -0.5958
Si 1.276 -0.586 -2.858 0.5540
C 0.424 0.935 -3.541 -0.2720
C 2.362 -0.082 -1.421 -0.6649
C 2.318 -1.438 -4.159 -1.2109
H -0.452 0.964 0.467 -0.1797
H -1.459 2.085 1.392 0.3236
H -0.291 1.044 2.234 0.3374
H -1.229 -1.657 3.291 0.5593
H -1.938 -2.528 1.935 0.0176
H -0.371 -1.706 1.750 0.1710
H -5.256 -0.463 0.350 0.4140
H -1.685 1.383 -1.281 -0.2087
H -4.343 1.751 -3.133 0.2003
H -2.734 2.446 -3.260 0.1962
H -3.855 -1.861 -1.248 0.1616
H -1.889 -2.899 -0.156 0.1727
H -1.858 -2.865 -1.912 0.5118
H -0.535 -0.514 -0.823 -0.4738
H 0.275 -2.020 -0.347 0.2419
H -0.656 0.813 -3.416 -0.0625
H 0.714 1.824 -2.972 -0.1588
H 0.656 1.111 -4.595 0.5108
H 3.231 0.458 -1.810 0.3993
H 2.699 -0.929 -0.818 0.1796
H 1.816 0.607 -0.771 0.0732
H 3.202 -0.843 -4.406 0.3164
H 2.654 -2.405 -3.771 0.2661
H 1.754 -1.631 -5.076 0.2963
C -3.741 -5.003 4.664 -0.3072
C -2.579 -4.891 5.635 -0.2985
O -1.566 -5.718 5.040 -0.3381
S -1.644 -5.604 3.446 1.0518
O -0.743 -4.615 2.983 -0.4337
O -1.638 -6.920 2.915 -0.5780
O -3.110 -4.985 3.380 -0.2782
H -4.280 -5.944 4.785 0.2686
H -4.430 -4.164 4.716 0.3150
H -2.804 -5.285 6.622 0.3001
H -2.210 -3.868 5.710 0.2758
C 5.686 0.664 1.576 -0.3338
C 5.338 -0.775 1.913 -0.3016
O 4.294 -0.647 2.887 -0.3480
S 3.382 0.623 2.539 0.9417
O 2.260 0.221 1.776 -0.2186
O 3.240 1.391 3.724 -0.6245
O 4.417 1.321 1.546 -0.2853
H 6.309 1.120 2.347 0.2681
H 6.152 0.779 0.601 0.3205
H 6.160 -1.323 2.365 0.3194
H 4.956 -1.315 1.044 0.2414
C 0.836 5.586 -1.890 -0.1873
C 1.929 5.869 -2.901 -0.4083
O 3.141 5.573 -2.192 -0.3478
S 2.892 4.357 -1.181 1.0764
O 3.327 3.142 -1.772 -0.4776
O 3.387 4.749 0.090 -0.5936
O 1.309 4.402 -1.218 -0.1618
H 0.736 6.389 -1.158 0.2496
H -0.128 5.371 -2.337 0.2672
H 1.964 6.908 -3.217 0.3112
H 1.851 5.215 -3.772 0.3006
```

Summary:
charge	-1
HOMO	-4.42	eV
HOMO-LUMO gap	6.5660	eV

The following is a DFT calculation (ωB97M-V/def2-TZVPD) of a 9-piece molecular cluster, C19H33FN10O3S overall.

XYZ file:
```
67
Properties=species:S:1:pos:R:3:nbo_charge:R:1
N -1.922 -2.748 1.153 -0.8697
C -1.885 -1.684 0.130 -0.2133
C -2.207 -0.347 0.838 -0.4608
C -3.493 0.338 0.368 -0.2537
N -4.748 0.028 1.090 -0.3682
O -4.583 0.019 2.474 -0.5333
S -5.573 -1.298 0.530 2.4940
O -6.879 -1.271 1.092 -0.9042
O -5.523 -1.279 -0.897 -0.9376
F -4.863 -2.564 1.077 -0.4535
H -1.606 -3.633 0.779 0.3520
H -1.383 -2.475 1.967 0.3734
H -0.861 -1.654 -0.268 0.1653
H -2.547 -1.885 -0.707 0.1905
H -1.402 0.332 0.553 0.2619
H -2.130 -0.468 1.920 0.2117
H -3.634 0.175 -0.695 0.2376
H -3.343 1.415 0.489 0.2166
H -4.190 -0.825 2.756 0.4726
C 1.760 -1.024 3.217 -0.7219
C 0.658 -1.926 3.541 0.3173
N -0.232 -2.607 3.797 -0.3760
H 1.375 -0.036 2.981 0.2697
H 2.436 -0.951 4.069 0.2570
H 2.305 -1.401 2.360 0.2592
C -2.478 4.790 1.376 -0.7220
C -1.764 3.520 1.380 0.3308
N -1.207 2.516 1.387 -0.3721
H -3.467 4.653 0.943 0.2544
H -2.582 5.159 2.395 0.2522
H -1.928 5.517 0.783 0.2603
C 4.960 -0.951 0.288 -0.7171
C 3.742 -0.169 0.557 0.3301
N 2.782 0.429 0.766 -0.4190
H 4.719 -1.743 -0.416 0.2677
H 5.706 -0.305 -0.138 0.2723
H 5.323 -1.381 1.210 0.2629
C 2.036 -2.816 -2.825 -0.7226
C 3.491 -2.709 -2.780 0.3033
N 4.636 -2.626 -2.738 -0.3544
H 1.749 -3.794 -3.205 0.2538
H 1.625 -2.686 -1.825 0.2626
H 1.629 -2.045 -3.477 0.2606
C -3.887 -0.746 -4.101 -0.7238
C -2.818 -0.578 -3.122 0.3065
N -1.998 -0.442 -2.329 -0.3514
H -3.571 -1.437 -4.880 0.2547
H -4.773 -1.143 -3.605 0.2771
H -4.131 0.213 -4.554 0.2436
C 1.749 3.007 2.487 -0.7429
C 2.796 3.070 3.503 0.2995
N 3.619 3.120 4.304 -0.3640
H 2.058 2.349 1.675 0.2925
H 0.830 2.622 2.922 0.2610
H 1.561 4.002 2.087 0.2462
C -3.821 3.441 -3.375 -0.7204
C -2.772 3.545 -2.366 0.2972
N -1.945 3.626 -1.573 -0.3380
H -3.485 2.802 -4.190 0.2496
H -4.720 3.014 -2.932 0.2574
H -4.053 4.428 -3.771 0.2566
C 9.581 -2.183 -0.949 -0.7211
C 8.289 -1.880 -0.343 0.3401
N 7.267 -1.640 0.124 -0.3835
H 10.332 -2.310 -0.172 0.2561
H 9.507 -3.101 -1.530 0.2593
H 9.881 -1.369 -1.607 0.2572
```

Summary:
HOMO	-8.44	eV
SMILES	NCCCN(O)S(=O)(=O)F.CC#N.CC#N.CC#N.CC#N.CC#N.CC#N.CC#N.CC#N
HOMO-LUMO gap	8.6912	eV

The following is a DFT calculation (ωB97M-V/def2-TZVPD) of C26H27Cl3N3O2SV as an isolated structure.

XYZ file:
```
63
Properties=species:S:1:pos:R:3:lowdin_spin:R:1
V -0.528 -0.022 -0.531 2.5894
C -3.338 -0.759 -4.689 0.0000
C -2.830 -2.146 -5.073 0.0004
C -4.013 -3.127 -5.023 0.0001
C -2.277 -2.082 -6.506 0.0001
C -1.729 -2.634 -4.133 0.0022
C -1.118 -3.879 -4.378 -0.0060
C -0.148 -4.399 -3.551 0.0021
C 0.260 -3.644 -2.453 -0.0012
S 1.421 -4.015 -1.227 0.0318
C 1.117 -2.491 -0.459 0.0708
N 0.226 -1.742 -1.076 0.0175
C -0.295 -2.400 -2.207 0.0163
C -1.314 -1.907 -3.031 0.0045
C 1.836 -2.097 0.769 0.0026
C 2.516 -3.084 1.488 0.0086
C 3.211 -2.773 2.640 -0.0007
C 3.255 -1.456 3.087 0.0098
C 2.608 -0.467 2.367 -0.0005
C 1.885 -0.767 1.216 0.0087
H -4.131 -0.462 -5.377 0.0000
H -2.544 -0.008 -4.761 0.0000
H -3.756 -0.735 -3.679 0.0000
H -4.806 -2.797 -5.698 0.0000
H -4.427 -3.188 -4.013 0.0000
H -3.713 -4.132 -5.325 0.0000
H -3.037 -1.682 -7.182 0.0000
H -1.993 -3.068 -6.877 0.0000
H -1.397 -1.437 -6.558 0.0000
H -1.429 -4.465 -5.234 -0.0003
H 0.281 -5.374 -3.751 0.0002
H -1.812 -0.979 -2.771 0.0042
H 2.485 -4.114 1.151 0.0007
H 3.717 -3.556 3.191 -0.0003
H 3.796 -1.209 3.992 0.0005
H 2.644 0.569 2.682 -0.0004
Cl -6.396 0.829 3.382 0.0011
C -5.006 1.028 2.361 0.0040
C -4.106 -0.011 2.221 0.0008
C -3.023 0.185 1.392 0.0130
Cl -1.815 -1.089 1.152 0.0313
C -2.772 1.359 0.678 0.0073
O -1.736 1.474 -0.127 0.0318
C -3.710 2.378 0.871 0.0024
Cl -3.467 3.886 0.023 0.0013
C -4.811 2.226 1.693 -0.0001
H -4.253 -0.946 2.745 0.0000
H -5.515 3.037 1.816 -0.0001
N 0.563 4.918 -2.091 0.0002
C 0.491 3.626 -2.882 0.0010
C 0.228 2.553 -1.847 0.0058
N 0.111 1.177 -2.345 0.0168
H 0.726 5.738 -2.674 0.0001
H 1.309 4.864 -1.394 0.0000
H -0.310 5.056 -1.574 0.0000
H 1.434 3.514 -3.411 0.0000
H -0.317 3.742 -3.601 0.0000
H -0.705 2.780 -1.323 0.0008
H 1.011 2.547 -1.082 0.0008
H 0.975 0.840 -2.756 0.0033
H -0.624 1.088 -3.041 0.0027
O 1.706 1.465 0.519 0.0863
C 1.162 0.342 0.472 0.0280
```

Summary:
charge	+1
HOMO (spin up / spin down)	-9.09 / -9.81	eV
HOMO-LUMO gap (spin up / spin down)	5.8149 / 6.5395	eV
multiplicity	4

Calculated electronic energy, -2187.354396; -3588.627861; -170.826115; -3890.587477; -2014.936256; -4044.306899 a.u. (same order as the records).